No. 1
Below is a molecular structure, C40H74Cl22N2O3S in a non-equilibrium geometry, with properties calculated with wB97M-V/def2-TZVPD.

Cartesian coordinates (Å):
1 C -3.9432 4.3665 1.0473
2 C -5.2364 5.3729 0.8545
3 C -4.9863 6.5899 -0.2163
4 C -3.9725 6.2003 -1.4517
5 C -4.6622 5.1455 -2.5492
6 C -3.3921 4.3590 -3.2608
7 C -3.8063 2.8886 -3.8986
8 C -4.5118 1.8743 -2.7821
9 C -4.4645 0.2829 -3.2947
10 C -4.3841 -0.7841 -2.0504
11 C -2.8552 -0.9264 -1.3950
12 C -2.9090 -1.6532 0.1087
13 C -1.7444 -2.7955 0.2655
14 C -0.6112 -2.4419 1.4363
15 C 0.0666 -0.9601 1.2732
16 C 0.7918 -0.8086 -0.1947
17 O 2.0277 -1.5897 -0.3539
18 S 3.2380 -0.8535 0.6178
19 O 4.5068 -1.7795 0.4563
20 O 3.4853 0.5970 0.1293
21 C 2.5911 -0.8983 2.4158
22 C 3.5662 0.0666 3.3734
23 C 4.7619 -0.7594 4.1308
24 C 6.2649 -0.5394 3.5185
25 C 7.5402 -0.9254 4.5205
26 C 9.1040 -0.7776 3.9524
27 C 9.4845 -0.2630 2.4319
28 C 8.2206 0.1681 1.4607
29 C 6.6559 0.0183 2.0302
30 C 1.0109 -0.4902 2.5473
31 N 0.9695 1.0535 2.5085
32 C 0.3393 -0.8742 4.0260
33 C 0.7386 -2.3648 4.5701
34 C -0.1930 -2.8670 5.8621
35 N 0.6505 -3.9198 6.6066
36 H -3.9662 3.5179 0.2125
37 H -4.0485 3.8109 2.0780
38 H -2.9330 4.9677 1.0403
39 H -5.4257 5.8755 1.9074
40 H -6.1644 4.7274 0.4911
41 H -4.6175 7.5495 0.3836
42 H -6.0250 6.8707 -0.6978
43 H -3.7731 7.2116 -2.0536
44 H -2.9165 5.8259 -1.0987
45 H -5.3551 4.4200 -1.9435
46 H -5.2921 5.8010 -3.2874
47 H -2.4867 4.2080 -2.5018
48 H -3.0189 5.0109 -4.1752
49 H -2.8266 2.3469 -4.3108
50 H -4.4951 3.0326 -4.8591
51 H -5.6530 2.1781 -2.7085
52 H -3.9429 1.9871 -1.7387
53 H -3.5535 0.1543 -4.0513
54 H -5.4502 0.0438 -3.9244
55 H -5.1530 -0.4278 -1.2409
56 H -4.7633 -1.8286 -2.4825
57 H -2.2660 0.0847 -1.3928
58 H -2.2792 -1.6618 -2.1304
59 H -3.9766 -2.1617 0.1715
60 H -2.9028 -0.8312 0.9652
61 H -1.1921 -2.9741 -0.7686
62 H -2.2818 -3.8023 0.5435
63 H 0.1847 -3.3277 1.3585
64 H -1.1695 -2.6202 2.4629
65 H -0.8404 -0.1830 1.2631
66 H 0.0692 -1.1580 -1.0789
67 H 0.9324 0.3600 -0.3706
68 H 2.8384 -2.0088 2.7779
69 H 2.8733 0.5055 4.2414
70 H 3.9429 1.0160 2.7757
71 H 4.4875 -1.9139 4.2648
72 H 4.7997 -0.3386 5.2478
73 H 7.3711 -1.3002 5.6203
74 H 9.9741 -1.0671 4.7104
75 H 10.5738 -0.1780 1.9922
76 H 8.3721 0.5587 0.3439
77 H 5.8171 0.3309 1.2751
78 H 1.0992 1.4044 1.5352
79 H 0.0214 1.2827 2.8968
80 H 0.7185 -0.1012 4.8229
81 H -0.8250 -0.7951 3.9441
82 H 0.6683 -3.2261 3.7817
83 H 1.8590 -2.3936 4.9799
84 H -0.4889 -1.9837 6.5716
85 H -1.1844 -3.4028 5.5238
86 H 1.1704 -4.4363 5.8344
87 H 1.4203 -3.3404 7.0553
88 C 3.8284 4.2399 -0.1360
89 Cl 4.9482 4.9908 1.0074
90 Cl 2.3810 5.2314 -0.3531
91 H 4.3288 4.1249 -1.1005
92 H 3.5339 3.2595 0.2462
93 C -0.5387 -6.2706 1.7591
94 Cl -0.8047 -5.9783 0.0361
95 Cl 1.0448 -5.6722 2.2687
96 H -1.3145 -5.7560 2.3312
97 H -0.5910 -7.3453 1.9499
98 C 5.4384 2.8931 5.7657
99 Cl 6.1238 1.8897 4.4818
100 Cl 4.4286 1.9324 6.8532
101 H 6.2528 3.3415 6.3398
102 H 4.8279 3.6794 5.3152
103 C -4.1380 -2.0324 -6.4695
104 Cl -5.8284 -2.4048 -6.1102
105 Cl -3.0913 -2.4499 -5.1074
106 H -3.8262 -2.6050 -7.3463
107 H -4.0451 -0.9632 -6.6748
108 C 4.6461 -1.0387 -2.8511
109 Cl 3.4988 -0.5172 -1.6115
110 Cl 3.9036 -2.2021 -3.9559
111 H 4.9747 -0.1664 -3.4213
112 H 5.5056 -1.5076 -2.3659
113 C 10.6153 3.2774 3.4959
114 Cl 9.4680 3.7989 4.7356
115 Cl 9.8728 2.1140 2.3912
116 H 10.9439 4.1497 2.9258
117 H 11.4747 2.8086 3.9812
118 C -9.0926 -1.4874 -4.5293
119 Cl -8.8848 -3.1507 -5.0904
120 Cl -7.9539 -1.1069 -3.2317
121 H -8.9197 -0.8056 -5.3655
122 H -10.1119 -1.3625 -4.1560
123 C -9.7908 2.1400 -4.8975
124 Cl -9.1054 1.1366 -6.1814
125 Cl -10.8006 1.1793 -3.8101
126 H -8.9764 2.5885 -4.3234
127 H -10.4013 2.9263 -5.3480
128 C 4.0832 -7.8868 2.0433
129 Cl 4.7685 -8.8902 0.7594
130 Cl 3.0733 -8.8474 3.1307
131 H 4.8976 -7.4383 2.6174
132 H 3.4727 -7.1005 1.5927
133 C -1.3393 1.4972 -6.9118
134 Cl -3.0244 1.0781 -6.5804
135 Cl -0.3107 1.1469 -5.5173
136 H -0.9894 0.9145 -7.7673
137 H -1.2764 2.5637 -7.1412
138 C 0.2506 -4.2020 -4.5353
139 Cl -0.8966 -3.6805 -3.2957
140 Cl -0.4919 -5.3654 -5.6400
141 H 0.5792 -3.3297 -5.1055
142 H 1.1101 -4.6708 -4.0500

E_tot (eV): -338107.3481
Total charge: 0
HOMO-LUMO gap (Ha): 0.2900
Highest occupied orbital energy (Eh): -0.282
Lowest unoccupied orbital energy (hartree): 0.00835



No. 2
Below is a molecular structure, C26H36BNO3P2Sc in a non-equilibrium geometry, with properties calculated with wB97M-V/def2-TZVPD.

Cartesian coordinates (Å):
1 C 3.1716 4.1714 0.4706
2 C 1.7890 3.9317 0.4817
3 C 1.2141 3.4626 -0.7536
4 C 2.0392 2.5177 -1.4421
5 C 3.4431 2.5559 -1.3097
6 C 3.9996 3.4727 -0.4217
7 C 1.3852 1.4156 -2.0992
8 C 0.0392 1.7117 -2.5299
9 C -0.6794 2.7168 -1.8144
10 C -2.0973 2.4455 -1.6975
11 C -2.7220 1.8431 -2.8001
12 C -1.9748 1.0659 -3.6755
13 C -0.6169 0.9032 -3.4935
14 H 3.6073 4.7714 1.2622
15 H 4.0388 1.8476 -1.8934
16 H 5.0932 3.6147 -0.3982
17 H 1.9941 0.7960 -2.7664
18 H -3.8073 1.8525 -2.8461
19 H -2.4692 0.5368 -4.5119
20 H -0.0076 0.1673 -4.0274
21 N -0.0786 3.7108 -1.0998
22 Sc 0.4133 -0.0288 0.7403
23 C 0.9996 3.9137 1.7312
24 H -0.0086 4.3257 1.6116
25 H 1.5541 4.3591 2.5562
26 C -2.7525 2.5619 -0.3725
27 H -2.5010 3.4875 0.1616
28 H -3.8310 2.4355 -0.4688
29 P 0.7775 2.0775 2.2476
30 P -2.1295 1.0804 0.6762
31 C -3.2753 -0.2370 0.1365
32 H -3.2367 -1.0581 0.8626
33 H -4.3030 0.1459 0.0854
34 H -2.9804 -0.6297 -0.8422
35 C -2.9731 1.5455 2.2344
36 H -4.0633 1.4116 2.1378
37 H -2.6028 0.8960 3.0383
38 H -2.7620 2.5983 2.4764
39 C 2.4509 1.6241 2.8541
40 H 2.7572 2.3418 3.6307
41 H 2.4128 0.6148 3.2964
42 H 3.1884 1.6266 2.0397
43 C -0.0792 2.2229 3.8427
44 H -0.3363 1.2160 4.1924
45 H 0.5859 2.7016 4.5741
46 H -0.9977 2.8092 3.7252
47 C -0.2540 -1.1507 2.3983
48 O -0.3930 -1.8124 3.3591
49 H 1.1534 0.3434 -0.8597
50 C 1.2343 -4.6805 0.9485
51 C 0.9897 -3.9850 -0.3988
52 C 2.0246 -4.5014 -1.3688
53 O 1.2121 -2.5804 -0.2407
54 B -0.0722 -2.1622 0.1688
55 O -1.1271 -2.9544 -0.1787
56 C -0.5155 -4.0686 -0.8443
57 C -0.6754 -3.9039 -2.3557
58 C -1.3165 -5.2703 -0.3929
59 H 1.1265 -5.7720 0.8546
60 H 0.5581 -4.3223 1.7435
61 H 2.2719 -4.4863 1.2630
62 H 3.0280 -4.3058 -0.9683
63 H 1.9424 -5.5903 -1.4930
64 H 1.9449 -4.0377 -2.3572
65 H -0.3214 -4.8003 -2.8849
66 H -1.7411 -3.7976 -2.5935
67 H -0.1323 -3.0327 -2.7499
68 H -1.2934 -5.3667 0.7012
69 H -2.3561 -5.1136 -0.7066
70 H -0.9561 -6.2015 -0.8462

Energy above the lowest of the compared OMol25 structures with the same formula, charge and spin (eV): 0.0000
E_tot (eV): -75125.7638
Total charge: +1
HOMO-LUMO gap (Ha): 0.1907
Highest occupied orbital energy (Eh): -0.352
Lowest unoccupied orbital energy (hartree): -0.16146



No. 3
Below is a molecular structure, C6H15F9FeN8O25S7 in a non-equilibrium geometry, with properties calculated with wB97M-V/def2-TZVPD.

Cartesian coordinates (Å):
1 Fe -1.0140 -2.0251 0.2619
2 C -1.7760 -2.1502 -4.0767
3 F -2.7625 -1.3080 -3.8250
4 F -1.9791 -2.6940 -5.2720
5 F -0.6176 -1.4905 -4.1267
6 S -1.6580 -3.5131 -2.8037
7 O -0.6345 -4.4141 -3.2282
8 O -1.2563 -2.8300 -1.5244
9 O -2.9679 -4.0751 -2.7465
10 N 0.5117 -3.2210 0.4412
11 S 1.9139 -3.4473 -0.2494
12 O 1.9362 -4.5909 -1.0898
13 O 3.0933 -3.0569 0.4441
14 F 1.8264 -2.2023 -1.2555
15 S 0.7806 -4.5785 1.5375
16 O 1.8850 -4.5779 2.4166
17 O 0.1837 -5.7790 1.1113
18 F -0.3723 -3.9790 2.4761
19 N -2.7823 -2.5275 0.8735
20 S -3.4994 -4.0683 0.8577
21 O -4.4039 -4.2742 -0.1997
22 O -3.6749 -4.6526 2.1266
23 F -2.2112 -4.7831 0.2895
24 S -3.8704 -1.9086 1.8841
25 O -3.5933 -2.0940 3.2619
26 O -5.1949 -1.8537 1.3924
27 F -3.3902 -0.3880 1.6889
28 N -0.8225 -0.2192 -0.3706
29 S 0.5388 0.7992 -0.2947
30 O 0.5477 1.8343 0.6658
31 O 1.3444 0.8670 -1.4635
32 F 1.3970 -0.3032 0.4883
33 S -1.7093 0.7819 -1.2850
34 O -1.3802 0.8258 -2.6621
35 O -2.1497 1.9565 -0.6396
36 F -2.9834 -0.1705 -1.2814
37 C 4.4153 -0.2585 1.4073
38 N 4.5943 0.5361 2.6539
39 O 3.8356 0.3212 3.5779
40 O 5.5798 1.2461 2.7439
41 H 3.8327 -1.1620 1.5448
42 H 5.4112 -0.4277 1.0182
43 H 3.8100 0.3973 0.7816
44 C 2.6045 5.5553 -1.5519
45 N 1.3904 5.0778 -0.8354
46 O 0.8943 4.0614 -1.2629
47 O 1.0079 5.7138 0.1291
48 H 3.1488 4.6298 -1.7096
49 H 3.1813 6.2631 -0.9643
50 H 2.3140 6.0915 -2.4500
51 C 1.0676 2.4339 -4.4756
52 N 2.1257 3.4623 -4.4093
53 O 3.2774 3.0754 -4.3789
54 O 1.8045 4.6343 -4.4700
55 H 0.1655 2.9468 -4.7993
56 H 0.8539 1.9978 -3.5026
57 H 1.2813 1.6415 -5.1850
58 C -1.3318 -0.3250 4.3282
59 N -0.3393 -0.6780 3.2933
60 O -0.7431 -1.2968 2.2986
61 O 0.7486 -0.1886 3.3733
62 H -0.8938 0.3628 5.0386
63 H -1.5937 -1.2456 4.8548
64 H -2.2562 0.0201 3.8846
65 C -1.3253 4.1007 1.7752
66 N -1.3928 2.9806 2.7323
67 O -1.6346 1.8768 2.2888
68 O -1.1059 3.2012 3.8969
69 H -0.3204 4.0575 1.3677
70 H -1.6083 5.0578 2.2007
71 H -2.0545 3.9507 0.9824

Energy above the lowest of the compared OMol25 structures with the same formula, charge and spin (eV): 0.0000
E_tot (eV): -204249.1386
<S²>: 8.760
Total charge: -1
2S+1: 6
HOMO-LUMO gap (spin up / spin down) (Ha): 0.3462 / 0.2582
Highest occupied orbital energy (spin up / spin down) (Eh): -0.309 / -0.305
Lowest unoccupied orbital energy (spin up / spin down) (hartree): 0.03725 / -0.04636



Q: Number 2 is which compound?
A: C26H36BNO3P2Sc